[1]
33
Properties=species:S:1:pos:R:3 method="wB97M-V/def2-TZVPD" max_force_ev_per_a=2.91 e_homo_ev=-8.47 e_above_lowest_kj_mol=73.97
C 0.96655 -2.75973 1.05505
C -0.53967 -2.57185 0.71462
C -1.26869 -2.01052 1.94564
C -1.15893 -0.43396 2.24639
N -1.90966 0.34515 1.29408
C -1.41196 0.93201 0.13741
S -2.46386 1.86467 -0.78786
N -0.11313 0.75435 -0.07163
C 0.72555 1.32065 -1.14411
C 1.07933 2.80962 -0.86178
C 1.97913 0.48135 -0.99950
C 0.15281 1.19552 -2.64437
O -0.45059 2.31602 -3.11143
H 1.10365 -3.53546 1.84412
H 1.49646 -2.90841 0.14300
H 1.40746 -1.84109 1.46513
H -0.90656 -3.62710 0.52700
H -0.71921 -1.98211 -0.17805
H -0.87367 -2.60325 2.75668
H -2.34590 -2.10270 1.83464
H -1.72715 -0.41067 3.22261
H -0.16858 -0.05224 2.37671
H -2.87861 0.45010 1.51206
H 0.37027 0.13316 0.53104
H 0.18375 3.49397 -1.02714
H 1.45941 2.90666 0.16385
H 1.82532 3.10392 -1.57588
H 2.34861 0.57893 0.07891
H 2.72167 0.83782 -1.72913
H 1.74650 -0.56026 -1.25377
H 1.04661 1.09690 -3.31448
H -0.47676 0.30375 -2.70698
H -1.20018 2.47479 -2.44285

---

[2]
16
Properties=species:S:1:pos:R:3 method="wB97M-V/def2-TZVPD" max_force_ev_per_a=5.33 e_homo_ev="-19.33 / -19.33" charge=+2 e_above_lowest_kj_mol=476.20
C -1.97423 -1.17217 0.10519
N -1.94785 0.04643 0.03943
C -1.34155 1.09821 -0.09125
N 0.06670 0.86695 -0.18590
C 0.90023 1.88414 0.12811
N 0.43113 -0.34990 -0.42976
C 1.67286 -1.04360 0.10574
H -1.63486 -1.50965 1.00492
H -2.48518 -1.78617 -0.68538
H -1.81132 2.14348 -0.02125
H 1.94198 1.71208 0.01582
H 0.33439 2.75516 0.38289
H 0.02698 -0.81091 -1.16562
H 2.03877 -0.63134 1.13055
H 1.35021 -2.13676 0.24592
H 2.43175 -1.06595 -0.57941

---

[3]
13
Properties=species:S:1:pos:R:3 method="wB97M-V/def2-TZVPD" max_force_ev_per_a=4.04 e_homo_ev=-8.01 e_above_lowest_kj_mol=604.59
C 1.51545 -1.79614 -2.20690
N 0.90413 -0.94448 -1.47347
N 0.18494 -1.25959 -0.36757
C -0.30967 -0.26149 0.26306
C -1.08049 -0.04833 1.55128
C -1.05086 1.37858 1.66859
N -0.34426 1.97908 0.72059
O -0.02940 1.01422 -0.24138
H 2.05273 -1.42643 -3.15592
H 1.67091 -3.03617 -2.16756
H -1.65732 -0.58776 2.50205
H -1.30125 2.04624 2.50761
H -0.55490 2.94227 0.39961